Record 1
Below is a molecular structure, C22H37N12O4SV in a non-equilibrium geometry, with properties calculated with the ωB97M-V functional and the def2-TZVPD basis.

Structure (XYZ):
```
77
Properties=species:S:1:pos:R:3:forces:R:3
V -0.266 0.160 0.764 0.788 -0.648 -0.656
C 2.317 -0.193 2.278 -0.063 0.030 0.042
C 2.120 1.318 2.351 -0.045 0.008 0.073
N 1.046 1.790 1.447 -0.196 0.039 0.226
C 0.092 2.715 2.104 -0.170 -0.127 0.142
C -0.736 1.970 3.158 0.004 0.026 -0.100
N -1.227 0.666 2.651 -0.041 0.272 -0.029
C -1.068 -0.450 3.583 0.079 -0.021 0.017
C 0.394 -0.888 3.645 -0.103 -0.031 -0.002
N 1.027 -0.917 2.298 0.039 0.083 0.135
H 2.972 -0.505 3.098 -0.011 -0.014 0.022
H 2.821 -0.444 1.352 0.041 -0.046 -0.027
H 3.070 1.809 2.133 -0.007 0.015 -0.031
H 1.862 1.608 3.370 0.015 0.008 -0.012
H 1.445 2.270 0.650 0.021 0.017 0.026
H -0.574 3.096 1.332 0.058 -0.012 -0.068
H 0.600 3.569 2.563 0.025 -0.024 0.055
H -1.569 2.609 3.458 -0.019 -0.014 0.020
H -0.146 1.795 4.059 0.008 -0.019 -0.007
H -2.196 0.730 2.332 -0.001 0.056 -0.014
H -1.701 -1.263 3.223 -0.014 0.012 -0.021
H -1.414 -0.207 4.593 -0.020 0.005 0.007
H 0.455 -1.869 4.118 0.048 -0.007 -0.001
H 0.958 -0.205 4.282 -0.002 0.011 -0.015
H 1.193 -1.889 2.060 0.047 0.028 -0.041
C 0.363 -6.248 0.914 -0.031 0.028 -0.039
C -0.175 -5.194 0.021 0.031 -0.042 -0.050
N -0.319 -5.277 -1.266 -0.045 0.119 0.116
N -0.835 -4.064 -1.628 0.052 -0.115 -0.112
C -1.031 -3.227 -0.601 0.136 -0.084 -0.081
S -1.613 -1.650 -0.624 -0.493 -0.083 0.559
N -0.615 -3.967 0.460 -0.054 0.074 0.072
N -0.621 -3.505 1.783 0.080 -0.056 -0.029
H 0.624 -7.112 0.310 0.004 -0.005 0.007
H -0.377 -6.547 1.657 -0.003 -0.013 -0.007
H 1.249 -5.894 1.441 -0.003 0.021 -0.001
H -1.059 -3.879 -2.592 -0.008 0.016 0.004
H -1.009 -2.563 1.704 -0.028 0.020 -0.005
H -1.303 -4.057 2.298 -0.028 -0.007 0.000
O -3.212 0.784 0.700 -0.055 -0.021 0.030
C -2.632 1.552 -0.075 0.146 0.159 -0.013
O -1.368 1.500 -0.338 -0.148 -0.092 0.046
C -3.401 2.667 -0.720 0.095 0.007 -0.139
C -4.786 2.721 -0.612 0.005 0.001 0.027
C -5.493 3.764 -1.194 -0.012 -0.047 0.023
C -4.822 4.766 -1.877 -0.034 0.080 -0.047
C -3.444 4.697 -1.967 -0.061 -0.078 0.073
C -2.723 3.662 -1.408 0.126 0.033 -0.045
N -2.716 5.762 -2.680 -0.010 0.024 -0.116
O -3.372 6.609 -3.248 0.023 -0.022 0.058
O -1.501 5.721 -2.661 0.003 -0.001 0.023
H -5.292 1.935 -0.068 -0.014 0.009 -0.005
H -6.570 3.799 -1.112 0.001 0.010 -0.005
H -5.345 5.592 -2.336 -0.009 -0.004 0.005
H -1.649 3.631 -1.510 -0.023 -0.004 0.012
C 2.220 -1.698 -0.986 -0.044 -0.038 -0.067
N 3.189 -1.866 -2.056 -0.007 0.057 -0.002
C 2.475 -1.878 -3.338 -0.004 -0.002 0.003
N 1.721 -0.643 -3.546 0.021 -0.009 0.048
C 0.772 -0.495 -2.456 0.032 0.136 -0.034
N 1.434 -0.443 -1.107 -0.085 0.428 -0.144
C 2.397 0.693 -1.190 0.052 -0.033 0.016
N 3.373 0.551 -2.252 0.015 -0.057 0.008
C 4.095 -0.710 -2.051 -0.051 -0.011 -0.010
C 2.657 0.480 -3.529 -0.020 -0.005 -0.009
H 2.756 -1.714 -0.038 -0.002 0.018 0.048
H 1.519 -2.536 -1.003 -0.002 -0.013 -0.004
H 1.790 -2.728 -3.352 -0.010 -0.004 -0.003
H 3.197 -2.001 -4.145 0.008 -0.003 -0.002
H 0.088 -1.335 -2.472 -0.023 -0.035 0.031
H 0.192 0.421 -2.583 -0.002 0.001 0.021
H 2.938 0.777 -0.245 -0.007 -0.009 0.017
H 1.819 1.606 -1.358 -0.002 -0.008 -0.022
H 4.625 -0.675 -1.097 -0.001 0.010 0.011
H 4.827 -0.831 -2.849 0.005 0.002 -0.007
H 3.379 0.363 -4.337 0.004 -0.007 -0.004
H 2.106 1.408 -3.684 0.000 0.011 0.004
```
Positions in Å, forces in eV/Å.

charge: +1
spin multiplicity: 4
HOMO-LUMO gap (alpha / beta): 8.18 / 9.17 eV
expectation value of S²: 3.7570
strongest force on any atom: 1.213 eV Å⁻¹
relative energy (zero: lowest compared OMol25 entry of this formula, charge and spin): 0.643 eV

Mulliken atomic charge list, values in e, 5 entries: atom 1 (V): 0.9693, atom 2 (C): -0.4382, atom 3 (C): -1.0860, atom 4 (N): -0.0337, atom 5 (C): -0.6493

***

Record 2
Below is a molecular structure, C22H38AsGeN5PS4Ti, with properties calculated with the ωB97M-V functional and the def2-TZVPD basis.

Structure (XYZ):
```
73
Properties=species:S:1:pos:R:3:forces:R:3
Ti -0.298 1.731 -0.178 0.698 -0.290 -0.557
C -2.495 0.981 1.226 -0.072 0.355 0.347
C -3.436 0.220 0.542 -0.202 -0.081 -0.222
C -4.313 0.828 -0.339 0.059 0.115 0.046
C -4.214 2.202 -0.586 -0.062 -0.203 -0.030
C -3.281 2.963 0.087 0.219 -0.030 0.131
C -2.443 2.368 1.044 -0.425 -0.077 0.272
H -1.851 0.499 1.949 -0.006 0.064 -0.133
H -3.467 -0.851 0.705 -0.032 0.012 -0.017
H -5.053 0.238 -0.868 0.023 0.006 0.015
H -4.856 2.664 -1.325 0.005 0.006 0.001
H -3.166 4.018 -0.125 -0.008 -0.023 0.015
H -1.812 3.004 1.656 0.076 -0.146 -0.109
S 1.923 5.287 -2.821 -0.011 -0.013 0.011
As 0.973 3.804 -1.654 0.123 0.413 -0.359
S 1.996 1.888 -1.465 -0.090 0.055 0.046
S -0.974 3.068 -2.365 -0.054 0.015 0.007
S 0.397 4.278 0.376 -0.058 -0.034 0.025
C -1.287 -0.792 -5.096 -0.008 -0.022 -0.131
N -0.120 -1.304 -4.390 -0.018 -0.104 -0.113
C -0.424 -2.634 -3.885 0.031 -0.094 -0.095
N -1.622 -2.707 -3.054 -0.016 -0.097 -0.081
C -2.733 -2.156 -3.817 -0.082 -0.103 -0.108
N -2.519 -0.805 -4.311 -0.031 -0.099 -0.114
C -2.435 0.147 -3.200 -0.078 0.188 0.098
P -1.027 -0.164 -2.018 -0.047 0.136 0.173
C 0.279 -0.400 -3.308 0.199 0.173 0.108
C -1.422 -1.972 -1.801 0.087 0.002 0.296
H -1.449 -1.418 -5.983 0.005 0.032 0.037
H -1.084 0.232 -5.415 0.001 -0.019 0.004
H 0.428 -2.994 -3.304 -0.007 0.004 -0.013
H -0.573 -3.299 -4.747 0.010 0.031 0.054
H -3.630 -2.164 -3.191 0.007 -0.008 -0.002
H -2.903 -2.809 -4.683 -0.006 0.019 0.040
H -3.376 0.108 -2.641 0.099 0.028 -0.067
H -2.331 1.156 -3.603 0.006 -0.015 0.055
H 1.174 -0.789 -2.813 -0.066 0.055 -0.021
H 0.539 0.582 -3.712 -0.024 -0.072 0.083
H -2.328 -2.069 -1.192 0.003 0.007 0.015
H -0.597 -2.408 -1.230 -0.089 0.071 -0.030
N 0.407 0.165 0.852 -0.295 0.069 0.265
C 0.920 -0.948 0.371 0.097 -0.544 -0.356
N 2.169 -1.363 0.733 0.072 0.012 -0.001
C 3.173 -0.665 1.545 -0.056 0.283 0.083
C 4.270 -1.628 2.015 -0.037 -0.008 -0.004
C 3.656 -2.988 2.319 0.050 -0.049 0.036
C 3.120 -3.612 1.021 -0.013 0.032 -0.016
C 2.709 -2.508 0.036 -0.013 -0.128 -0.031
H 2.672 -0.251 2.420 0.103 -0.050 -0.224
H 3.603 0.171 0.980 0.002 -0.051 0.061
H 4.762 -1.208 2.896 -0.013 0.012 0.003
H 5.043 -1.743 1.248 0.006 0.008 -0.010
H 2.833 -2.844 3.025 -0.011 0.000 0.008
H 4.379 -3.654 2.800 -0.024 0.007 0.006
H 2.260 -4.248 1.241 -0.017 -0.014 0.001
H 3.885 -4.247 0.561 0.008 0.001 -0.017
H 1.939 -2.855 -0.652 0.031 0.015 0.005
H 3.578 -2.204 -0.566 -0.025 0.002 0.002
C 1.991 0.704 4.565 -0.151 0.109 -0.046
Ge 0.626 1.629 3.420 0.050 0.021 0.063
C -1.067 1.054 4.309 0.158 0.063 -0.111
C 0.839 3.543 3.866 -0.022 -0.183 -0.042
C 0.895 1.319 1.529 0.052 0.147 0.695
H 1.835 0.968 5.612 -0.041 0.031 0.079
H 3.002 1.004 4.290 0.065 0.038 -0.045
H 1.924 -0.381 4.473 -0.030 -0.062 0.004
H -0.959 1.260 5.375 0.037 0.014 0.054
H -1.246 -0.015 4.193 0.003 -0.055 -0.052
H -1.943 1.593 3.950 -0.009 0.035 -0.044
H 1.054 3.661 4.929 0.001 0.004 0.075
H -0.065 4.102 3.625 -0.062 0.006 -0.034
H 1.645 3.982 3.281 0.045 -0.024 -0.047
H 1.899 1.675 1.276 -0.119 0.001 -0.041
```
Positions in Å, forces in eV/Å.

charge: -2
spin multiplicity: 2
HOMO-LUMO gap (alpha / beta): 5.55 / 5.73 eV
expectation value of S²: 0.7587
strongest force on any atom: 0.939 eV Å⁻¹
relative energy (zero: lowest compared OMol25 entry of this formula, charge and spin): 0.412 eV

Mulliken atomic charge list, values in e, 5 entries: atom 1 (Ti): -0.8441, atom 2 (C): 0.5737, atom 3 (C): -0.3698, atom 4 (C): -0.4599, atom 5 (C): -0.2535

***

Record 3
Below is a molecular structure, C22H38BeP2 in a non-equilibrium geometry, with properties calculated with the ωB97M-V functional and the def2-TZVPD basis.

Structure (XYZ):
```
63
Properties=species:S:1:pos:R:3:forces:R:3
P 1.919 -1.354 -2.217 0.672 -1.164 -0.356
P 1.822 -3.122 0.524 -0.039 -0.490 -0.409
C 2.972 -2.904 -2.016 -0.100 0.324 -0.034
C 2.433 -3.926 -1.012 0.345 -0.546 0.400
H 3.969 -2.544 -1.715 -0.199 -0.194 -0.034
H 3.068 -3.356 -3.013 0.130 0.031 0.178
H 1.604 -4.529 -1.415 0.228 0.270 -0.048
H 3.227 -4.623 -0.705 -0.085 -0.123 -0.385
C 3.377 -2.967 1.474 0.126 -0.108 0.057
H 3.158 -2.572 2.474 0.147 -0.121 -0.245
H 4.090 -2.302 0.972 -0.166 -0.135 0.119
H 3.805 -3.974 1.563 0.157 0.234 0.099
C 1.022 -4.481 1.432 0.265 -0.466 0.078
H 1.804 -5.101 1.888 -0.372 -0.208 0.009
H 0.419 -5.078 0.737 0.082 0.041 0.213
H 0.372 -4.070 2.214 0.193 -0.131 -0.182
C 2.884 -0.668 -3.614 0.058 0.077 -0.166
H 2.318 0.147 -4.077 0.181 -0.082 -0.011
H 3.083 -1.453 -4.355 0.006 0.272 0.026
H 3.834 -0.271 -3.237 -0.185 -0.036 -0.141
C 0.569 -2.144 -3.192 -0.122 0.120 -0.087
H -0.095 -2.716 -2.529 0.127 0.086 -0.228
H 0.973 -2.801 -3.974 -0.121 0.109 0.142
H -0.014 -1.339 -3.658 0.028 -0.312 -0.044
Be -1.240 2.409 -0.757 -1.190 0.373 0.788
C -0.292 -1.441 2.353 0.545 1.427 0.336
C 0.956 -0.943 2.242 -0.498 0.029 0.273
C 1.492 -0.250 1.005 0.276 0.144 -0.595
C 0.817 1.055 0.495 0.227 0.395 0.419
C -0.079 0.871 -0.742 0.920 -2.599 -0.203
C -0.681 -0.372 -1.020 0.268 2.976 -0.398
C -0.958 -1.480 -0.110 -1.077 -0.893 0.514
C -1.364 -1.112 1.351 -0.187 -0.544 -0.515
C -1.603 3.284 -2.149 0.335 0.039 -0.328
H -0.640 -1.934 3.261 0.353 0.082 -0.061
H 1.654 -1.039 3.088 -0.382 -0.179 -0.408
H 1.442 -0.949 0.139 0.082 0.731 1.010
H 2.581 -0.066 1.107 -0.562 -0.026 0.249
H 0.310 1.562 1.328 0.096 -0.170 -0.317
H 1.632 1.747 0.198 -0.466 -0.268 0.070
H 0.386 1.335 -1.643 -0.900 -0.143 0.421
H -1.059 -0.501 -2.045 0.252 0.152 0.465
H -0.108 -2.213 -0.078 -0.135 0.779 -0.069
H -1.758 -2.114 -0.531 0.122 0.423 -0.046
H -1.660 -0.053 1.400 0.222 -0.291 0.082
H -2.277 -1.679 1.599 0.328 0.175 -0.121
H -2.702 3.292 -2.175 0.091 0.160 -0.150
H -1.232 2.853 -3.084 -0.101 0.103 -0.158
H -1.257 4.326 -2.104 -0.179 -0.122 -0.060
C -2.152 2.471 0.770 1.095 -0.571 -0.522
C -2.818 3.701 1.267 -0.476 0.468 0.290
C -2.223 4.965 1.113 -0.354 -0.237 0.218
C -2.794 6.094 1.703 -0.105 -0.157 0.244
C -3.960 5.981 2.470 0.114 -0.070 -0.236
C -4.589 4.736 2.594 0.148 0.063 -0.064
C -4.031 3.612 1.987 0.436 0.400 -0.136
H -1.531 2.057 1.591 -0.556 0.032 -0.216
H -2.891 1.708 0.466 -0.073 -0.006 0.423
H -1.298 5.042 0.536 -0.294 0.026 0.170
H -2.304 7.061 1.590 -0.163 -0.181 0.032
H -4.380 6.861 2.960 0.103 -0.255 -0.164
H -5.502 4.641 3.188 0.267 0.052 -0.219
H -4.499 2.632 2.088 0.063 0.235 0.029
```
Positions in Å, forces in eV/Å.

charge: 0
spin multiplicity: 1
HOMO-LUMO gap: 7.64 eV
strongest force on any atom: 3.014 eV Å⁻¹
relative energy (zero: lowest compared OMol25 entry of this formula, charge and spin): 0.000 eV

Mulliken atomic charge list, values in e, 5 entries: atom 1 (P): 1.0996, atom 2 (P): 1.7205, atom 3 (C): -1.3482, atom 4 (C): -1.2221, atom 5 (H): 0.4293

***

Among the records above, which one has the lowest strongest force on any atom?
C22H38AsGeN5PS4Ti

***

Among the records above, which one has the highest spin multiplicity?
C22H37N12O4SV

***

Which value of strongest force on any atom does entry 3 give?
3.014 eV Å⁻¹

***

Which of these has the lowest charge?
C22H38AsGeN5PS4Ti